Entry 1:
The following is a quantum chemistry calculation of a molecular structure, C43H39F6N4O8S2Ta in a non-equilibrium geometry, from the OMol25 dataset.

The calculation puts the lowest unoccupied orbital energy at -6.0 eV. The value obtained for the energy above the lowest of the compared OMol25 structures with the same formula, charge and spin is 32.00 kcal/mol. The net charge is +2.

Last column: Mulliken charge in e.
CARTESIAN COORDINATES (ANGSTROEM)
1 Ta 0.17821 0.01105 0.02381  1.1638
2 O 1.94862 -0.38250 0.11504  1.5162
3 C 2.97833 -1.15579 -0.45293  2.1624
4 C 2.30327 -2.41569 -1.09263  -0.9737
5 C 1.40187 -3.12275 -0.12304  -0.3697
6 C 1.67771 -4.43438 0.25493  -0.6185
7 C 0.83761 -5.07229 1.15195  -1.3297
8 C -0.22123 -4.36383 1.69306  -0.5896
9 C -0.45193 -3.05411 1.29025  0.4483
10 C -1.55641 -2.26338 1.92707  -1.5556
11 C -0.91301 -1.07135 2.69441  2.9152
12 O -0.25471 -0.34923 1.69100  0.1155
13 C -1.88700 -0.15462 3.42899  0.3310
14 C -1.65128 1.21700 3.37923  -1.0592
15 C -2.37113 2.08047 4.18622  -1.0331
16 C -3.31657 1.58153 5.06679  -0.8086
17 C -3.57115 0.21987 5.09843  -0.9359
18 C -2.86993 -0.64635 4.27616  -0.6397
19 C 0.07302 -1.52893 3.77401  0.7038
20 C 1.16246 -0.70961 4.04354  -0.2279
21 C 2.07210 -1.04278 5.03162  -0.7263
22 C 1.89340 -2.19730 5.77933  -0.7816
23 C 0.79152 -3.00150 5.53784  -0.9964
24 C -0.11848 -2.66688 4.54751  -0.2493
25 N 0.33457 -2.46785 0.36778  0.6005
26 C 3.93556 -1.63778 0.64591  0.2124
27 C 5.29764 -1.81404 0.43366  -0.7006
28 C 6.10248 -2.31001 1.44720  -0.9766
29 C 5.56218 -2.63891 2.67793  -0.9784
30 C 4.20926 -2.45151 2.90036  -0.7252
31 C 3.39912 -1.95759 1.89074  0.4982
32 C 3.70078 -0.32297 -1.50738  0.7670
33 C 4.45189 -0.89036 -2.53144  -0.1318
34 C 5.13986 -0.08537 -3.42209  -1.0818
35 C 5.10274 1.29240 -3.30241  -0.8606
36 C 4.34822 1.86690 -2.29561  -0.6923
37 C 3.64839 1.06430 -1.41160  -0.3722
38 H 3.08127 -3.10419 -1.42331  1.0503
39 H 1.73288 -2.06780 -1.95803  -0.0573
40 H 2.53475 -4.94975 -0.15025  0.6127
41 H 1.01418 -6.09878 1.43513  0.4819
42 H -0.86508 -4.83070 2.42041  0.5735
43 H -2.13763 -2.90784 2.58250  1.2968
44 H -2.21217 -1.83397 1.17011  -0.3394
45 H -0.88485 1.59918 2.71662  0.7404
46 H -2.17134 3.14017 4.15147  0.5125
47 H -3.83240 2.24798 5.73842  0.4544
48 H -4.30162 -0.18051 5.78069  0.4964
49 H -3.07692 -1.70368 4.32305  0.4427
50 H 1.26864 0.20038 3.47070  0.4048
51 H 2.91455 -0.39443 5.22390  0.4524
52 H 2.59813 -2.45536 6.55573  0.4737
53 H 0.62694 -3.88635 6.13255  0.4906
54 H -0.98582 -3.29084 4.41118  0.4798
55 H 5.74966 -1.56223 -0.51162  0.5439
56 H 7.15667 -2.44314 1.26787  0.4973
57 H 6.19287 -3.03154 3.46016  0.4618
58 H 3.77390 -2.69343 3.85740  0.5634
59 H 2.34229 -1.80884 2.07469  -0.2772
60 H 4.51268 -1.96027 -2.65191  0.5434
61 H 5.71211 -0.54239 -4.21315  0.4998
62 H 5.65082 1.91337 -3.99237  0.4637
63 H 4.30414 2.94057 -2.19042  0.4937
64 H 3.04757 1.53301 -0.64252  0.1028
65 O -2.49994 0.48763 0.62869  -0.1077
66 C -3.47316 0.30030 -0.37819  -1.5768
67 C -3.03811 -0.78515 -1.32544  0.9063
68 C -3.97578 -1.30842 -2.21510  -1.0103
69 C -3.60088 -2.31123 -3.08749  -0.6844
70 C -2.28950 -2.76549 -3.03076  -1.0529
71 C -1.42424 -2.19623 -2.11685  -0.4243
72 N -1.77574 -1.21564 -1.27812  0.6502
73 H -2.75408 1.23858 1.18295  0.1672
74 H -3.63637 1.22332 -0.94957  0.4631
75 H -4.42726 0.01061 0.08067  0.6786
76 H -4.98100 -0.91771 -2.22248  0.5901
77 H -4.30249 -2.73009 -3.79277  0.4770
78 H -1.94120 -3.54716 -3.68361  0.5625
79 H -0.40396 -2.54032 -2.05665  0.1601
80 F -0.54792 -0.65089 -4.85967  -0.2112
81 C -0.62068 0.55570 -4.31380  0.6476
82 F -0.86275 1.45604 -5.23959  -0.2361
83 F -1.65785 0.54596 -3.45050  -0.1024
84 S 0.88723 0.92785 -3.25289  1.0696
85 O 0.65727 -0.02005 -2.15622  -1.1714
86 O 2.02834 0.71265 -4.04591  -0.6036
87 N 0.67116 2.40750 -2.80367  -0.4917
88 S -0.09449 2.81337 -1.50898  1.1462
89 O -0.69431 1.62789 -0.87943  -0.8049
90 O 0.62909 3.68931 -0.67080  -0.6389
91 C -1.68288 3.71294 -2.01652  0.5480
92 F -2.54699 3.52407 -1.01398  -0.1916
93 F -1.54980 5.00185 -2.21884  -0.1795
94 F -2.19072 3.13741 -3.09985  -0.1845
95 C 2.19668 3.78780 2.17153  -1.5033
96 C 2.07396 2.36361 1.73946  0.7428
97 N 3.12050 1.56730 1.91039  -0.0296
98 O 1.01088 1.95270 1.22443  -0.7154
99 H 3.10887 3.97576 2.73056  0.4645
100 H 1.33099 4.07810 2.76201  0.2858
101 H 2.18175 4.39922 1.26890  0.3138
102 H 3.99877 1.90520 2.26819  0.2312
103 H 3.06821 0.60991 1.57690  -0.6629


Entry 2:
The following is a quantum chemistry calculation of 2 unconnected molecules or ions with the total composition C11H11N in a non-equilibrium geometry, from the OMol25 dataset.

As for the SMILES: c1ccccc1.c1ccncc1. The calculation puts the lowest unoccupied orbital energy at 0.6 eV. The value obtained for the energy above the lowest of the compared OMol25 structures with the same formula, charge and spin is 107.09 kcal/mol.

Last column: natural (NBO) charge in e.
CARTESIAN COORDINATES (ANGSTROEM)
1 C 2.86039 -1.07764 -0.35309  -0.1883
2 C 3.21776 0.26181 -0.47977  -0.2539
3 C 2.36629 1.25926 -0.02590  -0.1904
4 C 1.13298 0.93706 0.61948  -0.2730
5 C 0.79360 -0.42876 0.80000  -0.2139
6 C 1.64633 -1.38210 0.25313  -0.2665
7 H 3.48503 -1.84562 -0.79939  0.2196
8 H 4.18091 0.48528 -0.93392  0.2153
9 H 2.69467 2.34247 -0.02158  0.2185
10 H 0.57100 1.80133 1.01230  0.2224
11 H -0.17204 -0.66900 1.28587  0.2619
12 H 1.41498 -2.44499 0.36138  0.2161
13 C -1.35308 0.92777 -0.14977  -0.2242
14 C -2.70829 1.22756 -0.18486  -0.2318
15 C -3.65803 0.26103 -0.13183  -0.0211
16 N -3.34434 -1.08278 -0.03575  -0.3955
17 C -2.07589 -1.40334 -0.06172  0.0103
18 C -1.09617 -0.41565 -0.21212  -0.2531
19 H -0.54514 1.62808 -0.19753  0.2359
20 H -3.02600 2.33844 -0.19856  0.2171
21 H -4.76768 0.46053 -0.07812  0.2074
22 H -1.66565 -2.46550 0.08686  0.1905
23 H 0.04837 -0.71527 -0.55511  0.2968


Entry 3:
The following is a quantum chemistry calculation of a single C2H4N4 molecule in a non-equilibrium geometry, from the OMol25 dataset.

As for the SMILES: Nc1c[nH]nn1. The calculation puts the lowest unoccupied orbital energy at 0.9 eV. The value obtained for the energy above the lowest of the compared OMol25 structures with the same formula, charge and spin is 39.00 kcal/mol.

Last column: natural (NBO) charge in e.
CARTESIAN COORDINATES (ANGSTROEM)
1 N -1.40047 0.60069 0.92446  -0.8054
2 C -0.27969 0.32991 0.17260  0.2306
3 C 0.03064 -0.74284 -0.58942  -0.1683
4 N 1.37991 -0.61694 -0.86073  -0.3963
5 N 1.82881 0.55008 -0.30238  -0.0250
6 N 0.84038 1.13954 0.25323  -0.2373
7 H -2.25756 0.19655 0.58039  0.3845
8 H -1.47107 1.56150 1.21605  0.3930
9 H -0.50481 -1.60135 -0.95833  0.2212
10 H 1.83387 -1.41714 -0.43588  0.4030


Entry 4:
The following is a quantum chemistry calculation of 7 unconnected molecules or ions with the total composition C27H44N6O3 in a non-equilibrium geometry, from the OMol25 dataset.

The calculation puts the lowest unoccupied orbital energy at 0.2 eV. The value obtained for the energy above the lowest of the compared OMol25 structures with the same formula, charge and spin is 0.00 kcal/mol.

Last column: Mulliken charge in e.
CARTESIAN COORDINATES (ANGSTROEM)
1 C -3.03742 3.15150 -4.50900  -0.7006
2 O -3.16076 3.67560 -3.15208  -0.4563
3 C -2.39351 2.84395 -2.30608  -0.4598
4 C -2.46861 3.77335 -0.97057  -0.6446
5 N -1.34812 3.42745 -0.03705  0.7379
6 H -0.99337 2.55760 -0.18435  -0.7031
7 H -0.50201 3.93107 -0.18397  0.5108
8 C -1.51505 3.69379 1.43892  -0.5974
9 C -0.53342 2.86372 2.25048  0.3156
10 O -0.85056 2.79866 3.60621  -0.4395
11 C -0.12777 1.73546 4.27397  -0.4896
12 H -3.62686 3.74554 -5.13059  0.3288
13 H -3.38891 2.08997 -4.53259  0.2733
14 H -2.03084 3.32180 -4.95233  0.2708
15 H -1.48365 3.03073 -2.57966  0.4922
16 H -2.92002 1.82588 -2.26019  0.4528
17 H -3.40865 3.35550 -0.24070  0.2189
18 H -2.65981 4.79054 -1.06479  0.4735
19 H -2.61109 3.49952 1.77605  0.3142
20 H -1.43700 4.81447 1.58817  0.3226
21 H 0.52325 3.08583 1.94050  0.2236
22 H -0.72576 1.91342 1.68352  -0.1600
23 H 0.95689 1.93357 4.28332  0.3258
24 H -0.48703 0.75307 4.23583  0.0398
25 H -0.42374 1.99670 5.37313  0.3132
26 C -0.76819 0.33258 -0.73479  -0.3576
27 O 0.14291 1.37734 -0.43124  -0.8960
28 H -0.77921 0.16192 -1.73822  -0.0316
29 H -1.70310 0.79981 -0.23092  0.2907
30 H -0.46838 -0.44857 -0.10432  0.0738
31 N 1.24613 1.67731 -2.82035  0.3698
32 C 2.32143 2.45478 -3.17812  -0.5564
33 C 2.34142 2.58073 -4.48906  -0.5966
34 C 1.10679 1.87330 -5.01426  -0.5522
35 C 0.56003 1.17892 -3.94488  -0.5491
36 H 1.19157 1.46603 -1.74360  0.0009
37 H 3.03110 2.93460 -2.63373  0.4739
38 H 3.00879 3.22206 -5.07601  0.3647
39 H 0.67528 1.64108 -6.05647  0.2779
40 H -0.17098 0.52802 -3.84779  0.6552
41 N 3.64680 -1.76360 0.35562  0.0091
42 C 4.79387 -2.63613 0.32071  -0.5722
43 C 4.51217 -3.52780 -0.64577  -0.8260
44 C 3.04688 -3.16849 -1.09747  -0.6746
45 C 2.62478 -2.10213 -0.51002  -0.0647
46 H 3.57377 -0.86409 1.17603  0.3648
47 H 5.63895 -2.52396 0.91032  0.4476
48 H 5.06625 -4.37813 -0.91972  0.4105
49 H 2.50455 -3.70168 -1.81799  0.5796
50 H 1.79111 -1.49170 -0.52738  0.2890
51 N 2.07998 0.58514 1.35828  1.1336
52 C 3.28665 1.33046 1.47433  -0.5073
53 C 3.83368 0.93497 2.66305  -0.5543
54 C 2.88535 -0.09420 3.21501  -0.7109
55 C 1.77406 -0.11252 2.52519  -0.0857
56 H 1.32502 0.61847 0.69859  -0.4935
57 H 3.61089 2.12417 0.75768  0.3355
58 H 4.70850 1.27414 3.25147  0.4165
59 H 2.98149 -0.56833 4.23482  0.3276
60 H 0.82087 -0.65748 2.62256  0.2882
61 N -1.94848 -3.28518 2.05664  -0.0646
62 C -1.91835 -1.95221 2.25605  -1.1266
63 C -1.90668 -1.78526 3.64498  -0.6774
64 C -1.80206 -3.14770 4.21087  -0.6195
65 C -1.81137 -4.02552 3.15484  -0.2012
66 H -1.76694 -3.73801 1.00192  0.4744
67 H -2.04045 -1.39645 1.46327  1.1082
68 H -1.99506 -0.96047 4.30433  0.5131
69 H -1.76052 -3.54281 5.29795  0.2845
70 H -1.75835 -5.13371 3.01062  0.3208
71 N -1.43632 -5.49336 -0.24791  -0.0419
72 C -0.51769 -4.56240 -0.44957  -0.9662
73 C -1.17402 -3.63554 -1.29469  -0.6249
74 C -2.49265 -4.09980 -1.61015  -0.7449
75 C -2.73350 -5.26091 -0.81821  -0.2834
76 H -1.36617 -6.38868 0.21733  0.1969
77 H 0.42687 -4.77888 -0.04081  0.4932
78 H -0.74745 -2.86749 -1.68734  1.1616
79 H -3.21697 -3.69117 -2.29178  0.4333
80 H -3.62125 -5.92019 -0.52602  0.3214


Entry 5:
The following is a quantum chemistry calculation of a single C3H3NO molecule in a non-equilibrium geometry, from the OMol25 dataset.

As for the SMILES: N#CCC=O. The calculation puts the lowest unoccupied orbital energy at 0.4 eV. The value obtained for the energy above the lowest of the compared OMol25 structures with the same formula, charge and spin is 10.39 kcal/mol.

Last column: natural (NBO) charge in e.
CARTESIAN COORDINATES (ANGSTROEM)
1 N -1.03692 -0.80849 -1.98774  -0.2905
2 C -0.82735 -0.13629 -1.07287  0.2723
3 C -0.28465 0.56627 0.08503  -0.6171
4 C 0.72250 -0.40607 0.74320  0.4463
5 O 1.60929 -0.90141 0.10082  -0.4706
6 H 0.29132 1.41975 -0.29035  0.2763
7 H -1.07639 0.95478 0.73630  0.2556
8 H 0.57627 -0.62370 1.82040  0.1277


no.,HOMO (eV),orbital gap (eV),electronic energy (eV)
1,-13.5,7.49,-107082.267
2,-8.0,8.57,-13071.235
3,-8.6,9.53,-8097.623
4,-7.8,7.97,-43783.217
5,-10.8,11.12,-6696.041